Below is a 2-piece molecular cluster, C10H20N3S overall at a distorted geometry, with properties calculated with ωB97M-V/def2-TZVPD.

Structure (XYZ):
```
34
Properties=species:S:1:pos:R:3:nbo_charge:R:1
C -2.30 0.62 0.74 -0.075
C 0.13 2.77 -1.40 -0.377
C -0.96 2.12 -2.17 -0.393
C 0.12 2.17 0.05 -0.494
C -0.86 0.62 -1.73 -0.514
C -0.21 -1.66 -0.12 -0.266
C 1.77 -0.43 0.18 -0.245
C 0.14 -2.82 0.95 -0.240
C 2.20 -1.39 1.32 -0.224
C -0.44 0.77 -0.29 0.365
N 0.34 -0.39 0.29 -0.528
N -2.29 1.14 1.92 -0.811
N 1.67 -2.81 1.03 -0.530
S -3.46 -0.41 0.12 0.061
H 1.07 2.41 -1.86 0.185
H 0.07 3.83 -1.58 0.231
H -1.83 2.46 -1.77 0.209
H -0.85 2.39 -3.20 0.228
H 1.04 1.97 0.40 0.204
H -0.41 2.91 0.72 0.229
H -1.74 -0.04 -1.75 0.245
H 0.02 0.05 -2.32 0.194
H 0.20 -1.85 -1.21 0.183
H -1.26 -1.56 -0.28 0.273
H 2.33 0.48 0.30 0.241
H 2.00 -0.72 -0.87 0.190
H -0.29 -2.69 1.98 0.240
H -0.27 -3.77 0.63 0.242
H 3.28 -1.44 1.48 0.236
H 1.67 -0.98 2.16 0.242
H -1.79 1.95 1.99 0.396
H -2.98 0.75 2.52 0.394
H 1.99 -3.42 1.78 0.448
H 1.91 -3.05 -0.03 0.460
```

Output
Frontier orbital gap (alpha / beta), eV: 4.907 / 6.788
Total charge: +1
E_LUMO (alpha / beta), hartree: -0.115 / -0.180
Multiplicity: 3
ΔE to the lowest compared entry with this formula, charge and spin, kJ/mol: 245.9
Molecular weight, g mol⁻¹: 214.36

=====

Below is a 2-piece molecular cluster, C10H20N5 overall at a distorted geometry, with properties calculated with ωB97M-V/def2-TZVPD.

Structure (XYZ):
```
35
Properties=species:S:1:pos:R:3:nbo_charge:R:1
N 4.57 -0.16 -0.79 -0.900
C 5.28 0.96 -0.12 -0.228
C 4.45 2.29 0.14 -0.466
C 2.88 2.22 0.01 0.184
C 2.13 3.56 0.27 -0.073
N 0.70 3.26 0.13 -0.510
C 0.59 1.84 -0.19 0.431
C -0.84 1.08 -0.40 -0.272
N -0.67 -0.39 -0.58 -0.816
N 1.89 1.20 -0.25 -0.525
H 4.68 -1.04 -0.26 0.388
H 4.79 -0.27 -1.78 0.390
H 5.71 0.60 0.88 0.213
H 6.19 1.25 -0.78 0.209
H 4.84 3.13 -0.56 0.254
H 4.70 2.66 1.21 0.255
H 2.59 4.57 0.54 0.274
H -0.08 3.94 0.26 0.469
H -1.51 1.24 0.54 0.238
H -1.39 1.58 -1.28 0.252
H 0.15 -0.71 -0.03 0.360
H -0.58 -0.66 -1.57 0.388
H 2.14 0.21 -0.42 0.487
C -3.36 -1.88 0.05 -0.606
C -4.44 -2.22 1.07 -0.386
C -5.03 -3.62 0.88 -0.500
C -5.66 -3.72 -0.48 0.278
N -6.16 -3.80 -1.56 -0.326
H -3.76 -1.87 -0.96 0.218
H -2.95 -0.88 0.25 0.205
H -2.54 -2.60 0.10 0.201
H -5.24 -1.47 1.01 0.211
H -4.02 -2.15 2.08 0.206
H -5.79 -3.82 1.64 0.254
H -4.25 -4.38 0.97 0.243
```

Output
Frontier orbital gap, eV: 9.346
Total charge: +1
E_LUMO, hartree: -0.124
Multiplicity: 1
ΔE to the lowest compared entry with this formula, charge and spin, kJ/mol: 369.9
Molecular weight, g mol⁻¹: 210.31

=====

Among the records above, which one has the highest multiplicity?
C10H20N3S